Record 1
{
  "formula": "C38H51BrMgNP3",
  "method": "wB97M-V/def2-TZVPD",
  "charge": 2,
  "fmax_ev_per_a": 2.82,
  "orbital_gap_ev": [4.13, 3.96],
  "total_energy_ha": -5330.61610,
  "elements": ["C", "C", "C", "C", "N", "C", "C", "C", "C", "C", "C", "C", "C", "C", "Mg", "P", "H", "H", "H", "H", "H", "H", "H", "H", "C", "C", "H", "H", "H", "H", "H", "C", "C", "H", "H", "H", "H", "H", "C", "C", "H", "H", "H", "H", "H", "Br", "P", "C", "C", "H", "H", "H", "H", "H", "C", "C", "H", "H", "H", "H", "H", "C", "C", "H", "H", "H", "H", "H", "C", "P", "C", "C", "C", "C", "C", "C", "C", "C", "C", "C", "C", "C", "H", "H", "H", "H", "H", "H", "H", "H", "H", "H", "H", "H", "H"],
  "positions_angstrom": [[3.60726, -3.25594, -7.93342], [2.39268, -2.52039, -7.79629], [1.76058, -2.37362, -9.05323], [2.27940, -2.91382, -10.25744], [3.41406, -3.59961, -10.32719], [4.06206, -3.76706, -9.18230], [1.81946, -1.98942, -6.54957], [1.41636, -1.58118, -5.45943], [1.12722, -1.19536, -4.09188], [1.11267, -2.04150, -2.97658], [0.66508, -1.63230, -1.70511], [0.45138, -0.26711, -1.44674], [0.56951, 0.62059, -2.46542], [0.72058, 0.18114, -3.86465], [-1.36715, -0.05101, -3.76489], [-2.03429, -1.50429, -0.08881], [0.82218, -1.84512, -9.17494], [4.26720, -3.49561, -7.11035], [1.77251, -2.80358, -11.22403], [4.98783, -4.34343, -9.28904], [0.79135, 0.91540, -4.68245], [1.55050, -3.02404, -3.09261], [0.56007, 1.64479, -2.12826], [0.71755, -2.31191, -0.85875], [-3.20624, -1.11464, 1.26033], [-4.62080, -1.64969, 1.09313], [-3.20097, -0.01684, 1.38444], [-2.71545, -1.55262, 2.14211], [-5.14633, -1.40954, 2.02184], [-5.17743, -1.15386, 0.28979], [-4.67928, -2.74085, 0.97297], [-2.95494, -1.71312, -1.63567], [-2.88519, -3.10586, -2.21933], [-2.61729, -0.98520, -2.43771], [-3.98451, -1.43373, -1.38963], [-3.39304, -3.07792, -3.18984], [-1.84710, -3.37913, -2.41433], [-3.37019, -3.86831, -1.59614], [-1.23881, -3.04819, 0.42302], [-2.22000, -4.02921, 1.03043], [-0.42887, -2.77965, 1.11981], [-0.75348, -3.49603, -0.44976], [-1.67720, -4.94649, 1.25989], [-2.62422, -3.66381, 1.97479], [-3.04824, -4.28721, 0.36126], [-0.57936, 0.94306, 0.21363], [-3.05413, 2.79190, -3.20100], [-3.86712, 1.49654, -2.28457], [-5.40273, 1.68395, -2.18377], [-3.38482, 1.46276, -1.31079], [-3.70470, 0.54304, -2.84013], [-5.88479, 0.70440, -2.08541], [-5.66557, 2.28928, -1.31308], [-5.78477, 2.18069, -3.08399], [-1.95339, 3.75906, -2.08668], [-2.21853, 5.27705, -2.02385], [-0.96618, 3.53397, -2.51615], [-2.02250, 3.26268, -1.10996], [-1.78445, 5.68734, -1.10268], [-1.73749, 5.75916, -2.88560], [-3.28544, 5.49856, -2.05058], [-2.08534, 2.16360, -4.60383], [-2.86754, 2.46998, -5.91429], [-1.98464, 1.06059, -4.86435], [-1.11508, 2.68111, -4.54285], [-2.15219, 2.31231, -6.73093], [-3.67183, 1.72948, -6.02540], [-3.27413, 3.48341, -5.91705], [3.05241, 0.29448, -0.37238], [1.77905, 0.43682, 0.87874], [2.34861, 1.70537, 1.98728], [3.50532, 1.44978, 2.74887], [3.97530, 2.43443, 3.60956], [3.36677, 3.68860, 3.64751], [2.26444, 3.95322, 2.83176], [1.74113, 2.96850, 1.99848], [1.78522, -1.08588, 1.80292], [1.25970, -1.03722, 3.10538], [1.46388, -2.12227, 3.94880], [2.16555, -3.25305, 3.50446], [2.64586, -3.29037, 2.19364], [2.48780, -2.21026, 1.34295], [3.95475, 0.01548, 0.18130], [3.17374, 1.28225, -0.83002], [2.79385, -0.46196, -1.11308], [4.00598, 0.47367, 2.69208], [4.82832, 2.21748, 4.24892], [3.77059, 4.46677, 4.29384], [1.81594, 4.94145, 2.83706], [0.85708, 3.16823, 1.38705], [0.69262, -0.16311, 3.45142], [1.06145, -2.10097, 4.96966], [2.33629, -4.09314, 4.17953], [3.14880, -4.17989, 1.82805], [2.90011, -2.24568, 0.33664]],
  "forces_ev_per_a": [[0.3167, -0.3058, 0.0204], [0.5243, -0.6309, -1.6737], [-0.4378, 0.0928, -0.5766], [-0.0990, 0.2280, 0.6725], [-0.2234, 0.1284, 0.2399], [-0.4778, 0.4769, 0.7354], [0.1037, 0.1785, 1.2267], [1.0721, -1.1695, -1.2644], [-1.4394, 2.2356, -0.9468], [0.1154, -0.7649, 0.9479], [0.7307, 0.3445, -0.9513], [0.7000, -1.9717, -0.1551], [-0.4769, 0.0169, -2.4327], [1.7630, -0.1655, 1.0736], [0.0512, -0.6296, 1.7710], [0.4006, 0.6573, -0.2013], [0.0022, 0.0600, 0.3241], [-0.2547, 0.2156, 0.3223], [-0.0972, 0.1983, 0.6243], [-0.2822, 0.2957, 0.5431], [0.1220, -0.3519, 0.3047], [-0.2233, -0.2205, -0.0743], [-0.0569, 0.7247, -0.7151], [-0.1064, -0.1174, -0.3762], [0.0816, -0.0594, -0.4486], [-0.4232, 0.0630, 0.7394], [-0.0668, -0.4394, 0.0670], [-0.2124, 0.2763, -0.0790], [-0.2463, -0.0952, -0.1551], [0.1542, -0.1270, 0.0733], [0.1270, 0.3935, -0.1057], [-0.4757, -1.1821, 1.0461], [-0.2703, -0.0224, -0.9405], [0.0823, 0.0073, 0.1543], [0.0528, 0.2373, -0.5670], [-0.0226, -0.3673, 0.0078], [-0.0363, -0.2376, 0.1082], [0.2315, 0.3569, -0.2073], [-0.5142, -0.5130, -0.3181], [0.3299, -0.7812, 0.4278], [-0.2458, -0.0353, -0.0756], [-0.1304, -0.0064, 0.1481], [-0.1720, -0.1875, 0.0905], [-0.0778, -0.0427, -0.0929], [0.2411, 0.1065, 0.2034], [-0.4460, 2.0422, 1.5740], [-1.1799, 2.4193, -0.3130], [-0.5028, -1.0779, -0.0944], [0.2241, -0.0907, -0.0288], [-0.0625, -0.5419, 0.2591], [-0.0761, 0.3912, 0.4223], [-0.0095, 0.2478, 0.0594], [0.0221, -0.0274, -0.1453], [0.0378, -0.1710, 0.2430], [0.4072, -0.8692, -0.1023], [0.2926, -0.4115, -0.2255], [0.1691, 0.3435, 0.5816], [0.2208, 0.2877, -0.0405], [-0.1276, -0.0645, -0.2993], [-0.2443, 0.0146, 0.2732], [0.0523, 0.0192, 0.0581], [-0.3789, 0.0098, -0.7410], [0.6915, -0.3119, -0.1994], [-0.0158, 0.7226, -0.3404], [-0.0489, -0.4712, -0.4101], [-0.3827, 0.2315, -0.1697], [0.0323, 0.4193, 0.0341], [0.1306, -0.2343, -0.0218], [0.4548, 0.0655, 0.0385], [-0.1540, -0.0385, -0.2907], [0.3688, 0.4901, 0.1017], [-0.3873, 0.0592, 0.1630], [0.1708, -0.1113, -0.0483], [-0.1602, -0.0744, -0.2605], [0.1561, 0.1236, 0.0467], [0.1660, -0.2445, 0.3154], [0.3576, 0.1631, 0.2260], [-0.1108, -0.3571, -0.1466], [-0.1596, -0.2953, 0.3386], [-0.1605, 0.3962, -0.1439], [0.0130, -0.4656, 0.2361], [-0.4651, 0.2499, 0.2021], [0.1850, 0.1237, -0.3174], [0.0994, -0.2571, -0.0310], [0.3456, 0.2125, 0.1022], [-0.2646, 0.4363, 0.1178], [-0.1133, 0.1161, -0.1655], [-0.1673, -0.2021, -0.1218], [0.0259, -0.1190, 0.0570], [0.3205, -0.0782, 0.2008], [0.3653, -0.3371, -0.1405], [0.2355, 0.0134, -0.4711], [-0.0909, 0.2509, -0.2403], [0.0532, 0.1001, 0.1168], [-0.0233, 0.0329, 0.2267]]
}


Record 2
{
  "formula": "C16H27F3N2O4PS2Si",
  "method": "wB97M-V/def2-TZVPD",
  "charge": -1,
  "fmax_ev_per_a": 2.15,
  "orbital_gap_ev": 7.68,
  "total_energy_ha": -2763.27310,
  "elements": ["N", "C", "C", "C", "C", "Si", "C", "C", "C", "N", "O", "C", "C", "C", "C", "C", "C", "C", "C", "P", "S", "H", "H", "H", "H", "H", "H", "H", "H", "H", "H", "H", "H", "H", "H", "H", "H", "H", "H", "H", "H", "H", "H", "H", "H", "H", "H", "H", "C", "F", "F", "F", "S", "O", "O", "O"],
  "positions_angstrom": [[-3.07041, -3.67558, 2.60333], [-2.43260, -2.50002, 1.95029], [-3.12762, -2.11672, 0.62735], [-2.16927, -1.28175, -0.27213], [-2.62943, 0.18571, -0.50902], [-1.49907, 1.57377, 0.10435], [-2.57764, 3.15782, 0.06677], [-1.76707, 4.46606, -0.00308], [-1.09187, 4.81441, 1.31379], [0.35316, 4.92457, 1.26408], [-1.74886, 4.95653, 2.33115], [0.07197, 1.78210, -0.93227], [0.58407, 0.35250, -1.28308], [1.89777, 0.30410, -2.02239], [2.90877, -0.42003, -1.44348], [4.13159, -0.58350, -2.02838], [4.35870, -0.00025, -3.25729], [3.36020, 0.73739, -3.82019], [2.13348, 0.89700, -3.24196], [-0.95394, 1.28336, 2.27372], [0.40751, -0.10563, 2.45609], [-3.72638, -4.05643, 1.93251], [-3.56839, -3.34026, 3.41740], [-1.38735, -2.75267, 1.78110], [-2.48652, -1.61549, 2.59095], [-3.27577, -3.07176, 0.11325], [-4.07778, -1.61425, 0.81075], [-1.15999, -1.36098, 0.12566], [-2.14010, -1.76912, -1.24843], [-2.73763, 0.37670, -1.58161], [-3.60726, 0.37641, -0.05485], [-3.32980, 3.07138, -0.71973], [-3.11924, 3.17130, 1.02110], [-1.07933, 4.49259, -0.84618], [-2.48461, 5.27892, -0.17335], [0.62595, 5.84240, 1.59606], [0.72454, 4.19779, 1.86871], [0.84512, 2.25909, -0.32342], [-0.16219, 2.37414, -1.81992], [-0.17490, -0.10785, -1.92439], [0.70281, -0.19510, -0.35025], [2.73532, -0.89287, -0.48285], [4.87494, -1.19297, -1.53296], [5.32222, -0.15579, -3.72335], [3.54027, 1.19026, -4.79167], [1.33838, 1.46770, -3.70804], [-0.59500, 2.51970, 2.86942], [-2.18764, 0.96166, 2.90651], [2.11967, -4.14316, 0.98658], [1.33508, -3.87120, -0.07787], [2.00334, -3.09870, 1.82428], [1.56972, -5.20200, 1.60395], [3.87616, -4.43734, 0.49843], [4.24118, -3.18457, -0.13616], [3.78020, -5.57193, -0.39241], [4.52556, -4.69741, 1.76312]],
  "forces_ev_per_a": [[0.1718, 0.9354, -0.1730], [-0.6125, -0.1517, -0.0560], [1.5368, -0.4626, -0.0085], [-0.9170, -0.0192, -0.2567], [0.6874, -0.0362, 0.5551], [-0.5496, 0.8111, -0.8964], [0.5687, -0.4190, 0.6941], [-0.6450, 0.4002, -0.2481], [-0.5283, -0.1773, 0.5240], [-0.6643, -0.0881, -0.3504], [0.8516, -0.0527, -1.0158], [-0.0917, -0.9736, 0.7156], [-0.2028, 0.8491, -0.6674], [-0.5758, -0.0007, 0.6310], [-0.0901, -0.5499, 1.2820], [0.6720, -0.2988, -0.1229], [0.8568, -0.5832, 0.6345], [0.2502, 0.8417, -1.9636], [-0.8776, 0.2400, 0.3274], [0.3132, -0.6612, 0.0515], [0.1834, -0.0449, 0.1350], [-0.2039, -0.1857, 0.3240], [-0.2663, -0.3384, -0.0524], [0.0486, 0.2444, -0.1382], [0.3066, -0.1934, 0.2919], [-0.4418, 0.1149, -0.0714], [-0.0778, -0.1144, -0.0741], [-0.0036, 0.1449, 0.0703], [0.1160, 0.0239, 0.0102], [-0.0696, 0.0875, 0.0238], [-0.0326, -0.0895, -0.0662], [0.1295, 0.1739, -0.1194], [-0.1786, 0.0389, -0.1536], [0.2079, -0.1405, 0.2044], [0.0815, 0.0534, 0.0528], [0.1281, -0.1518, 0.3464], [0.2568, 0.2569, 0.1604], [-0.0506, 0.3327, -0.2102], [0.1727, 0.0780, 0.0272], [-0.0176, -0.2891, 0.2470], [-0.1603, -0.2241, -0.1200], [0.0064, -0.0806, -0.0188], [-0.0065, -0.0399, -0.0100], [-0.0511, 0.1890, -0.2590], [-0.0290, 0.0372, 0.0175], [0.1109, 0.0709, -0.2073], [-0.3977, -0.0530, -0.0459], [0.0945, 0.3932, 0.0194], [-0.2377, 0.0422, 0.0216], [0.0749, 0.0273, -0.0637], [0.0586, 0.0678, 0.0276], [0.1154, -0.0515, -0.0044], [0.3411, -0.0856, -0.1118], [-0.1330, 0.0557, 0.0345], [-0.1316, 0.0015, -0.0341], [-0.0973, 0.0449, 0.0901]]
}


Record 3
{
  "formula": "C24H29BF4N6O2Pm",
  "method": "wB97M-V/def2-TZVPD",
  "charge": 1,
  "multiplicity": 5,
  "fmax_ev_per_a": 1.06,
  "orbital_gap_ev": [8.16, 8.17],
  "total_energy_ha": -2443.68734,
  "elements": ["Pm", "C", "C", "C", "C", "N", "C", "C", "C", "C", "C", "C", "C", "H", "H", "H", "H", "H", "H", "H", "H", "C", "O", "C", "O", "N", "N", "H", "H", "H", "H", "H", "H", "N", "C", "C", "C", "C", "C", "C", "C", "H", "H", "H", "H", "F", "B", "F", "F", "F", "N", "C", "C", "N", "C", "C", "H", "H", "H", "H", "H", "H", "H", "H", "H", "H", "H"],
  "positions_angstrom": [[0.10741, -0.37175, -0.73409], [-0.59410, -3.30032, 3.04261], [0.68624, -3.79953, 3.25210], [1.76128, -3.13944, 2.69532], [1.55388, -1.98884, 1.91705], [0.29995, -1.55241, 1.66919], [-0.72722, -2.18403, 2.23880], [2.66567, -1.22226, 1.33044], [3.94080, -1.32680, 1.90044], [5.01945, -0.68631, 1.32658], [4.82760, 0.07037, 0.18212], [3.55554, 0.20831, -0.35332], [2.41433, -0.42470, 0.17706], [-1.46393, -3.76080, 3.48222], [0.82887, -4.69002, 3.84344], [2.75513, -3.52903, 2.83885], [-1.70766, -1.76256, 2.05115], [4.08622, -1.88476, 2.81465], [6.00376, -0.78266, 1.76401], [5.67320, 0.55698, -0.28354], [3.45841, 0.81937, -1.24594], [-0.60891, -5.03986, -4.14500], [-0.10180, -3.74244, -3.85852], [-0.39504, -3.08683, -2.75432], [0.14769, -2.01562, -2.52444], [-1.29268, -3.61565, -1.88080], [-1.57948, -2.87905, -0.71155], [-0.16203, -5.31278, -5.10037], [-1.69551, -5.03057, -4.25656], [-0.29881, -5.75957, -3.38296], [-1.82376, -4.45370, -2.08462], [-1.45111, -3.46222, 0.11767], [-2.55295, -2.56125, -0.70726], [0.33353, 5.54334, -5.92413], [0.23807, 4.72646, -5.12538], [0.14991, 3.71067, -4.14882], [0.89338, 3.80010, -2.97329], [0.85438, 2.76726, -2.05544], [0.07794, 1.59372, -2.21759], [-0.66415, 1.57008, -3.42089], [-0.63850, 2.58261, -4.36358], [1.50660, 4.67325, -2.80519], [1.47810, 2.86150, -1.16603], [-1.29440, 0.71033, -3.64715], [-1.21611, 2.49690, -5.27301], [-3.09063, 0.32743, 1.94489], [-3.42374, -0.15655, 0.68399], [-4.24840, 0.70945, 0.06803], [-3.84291, -1.44215, 0.71523], [-2.12194, -0.17036, -0.07182], [-1.93195, 3.15260, 3.03418], [-0.66751, 2.52932, 3.50232], [-0.29577, 1.43028, 2.49429], [-0.18059, 1.93438, 1.13359], [-1.33756, 2.71385, 0.70898], [-1.71235, 3.80470, 1.71591], [-2.28688, 3.82559, 3.72128], [-2.62996, 2.39997, 2.91075], [-0.80586, 2.10824, 4.50020], [0.10695, 3.29991, 3.54309], [-1.06266, 0.65548, 2.52437], [0.65501, 0.97038, 2.77161], [0.65628, 2.51176, 1.06372], [-2.19571, 2.05733, 0.56758], [-1.10334, 3.16125, -0.25833], [-2.62185, 4.31582, 1.40222], [-0.90783, 4.53585, 1.82397]],
  "forces_ev_per_a": [[0.0147, -0.2735, 0.0465], [0.0221, 0.1436, -0.0980], [-0.1050, 0.1678, -0.0897], [-0.1501, 0.0717, -0.0693], [-0.2175, -0.1746, 0.2272], [0.3059, 0.0447, -0.1405], [-0.2250, -0.1596, 0.2371], [0.2347, 0.3515, -0.5439], [-0.3071, -0.0096, 0.0213], [0.0886, 0.0055, -0.0097], [0.0330, 0.0308, 0.0575], [-0.3861, -0.0742, -0.1433], [0.3757, -0.2275, 0.4572], [-0.0893, -0.0414, 0.0363], [0.0845, -0.1001, 0.0764], [0.1190, 0.0435, -0.0270], [-0.0572, -0.0433, -0.0466], [0.0470, -0.0955, 0.0452], [0.0173, 0.0220, 0.0228], [0.0270, 0.0644, -0.0524], [-0.0424, 0.0343, -0.0356], [-0.1272, -0.4220, -0.1187], [0.1645, 0.5161, 0.1648], [-0.4542, -0.4774, 0.3401], [0.3945, 0.6123, 0.0017], [-0.1440, -0.1871, 0.0780], [-0.1103, -0.0993, -0.1042], [-0.0815, 0.0100, 0.1624], [0.0323, 0.0410, 0.0308], [-0.0332, 0.0800, -0.0353], [0.1802, 0.2226, -0.0113], [0.1093, 0.0650, -0.3407], [0.2778, -0.0532, -0.0849], [-0.0067, 0.2789, -0.2350], [0.0173, 0.4404, -0.4073], [-0.0608, -0.8102, 0.6786], [0.0155, 0.0752, -0.0720], [-0.1678, -0.5484, 0.2976], [0.1354, 0.6782, -0.5337], [0.0431, -0.3421, 0.4739], [0.0235, 0.0815, -0.0734], [0.0889, 0.0597, 0.0222], [0.0419, 0.0722, -0.0386], [0.0219, 0.0253, 0.0029], [-0.0233, 0.0334, -0.0616], [0.1817, 0.1705, 0.8724], [0.4259, 0.3918, -0.1609], [-0.4596, 0.4422, -0.5627], [-0.2301, -0.9455, 0.0135], [-0.1809, 0.1344, 0.1336], [-0.4001, 0.0846, 0.3444], [0.7200, -0.7131, 0.0484], [0.1003, 0.0959, 0.3470], [0.2230, -0.2643, -0.2893], [-0.0524, 0.3415, -0.0017], [0.0610, 0.0691, -0.9404], [-0.0068, -0.2146, -0.1546], [0.0211, 0.1816, 0.0660], [-0.1160, 0.1059, -0.0968], [-0.2115, 0.0450, 0.0267], [0.1035, 0.0524, -0.0010], [-0.1065, 0.0654, 0.0864], [-0.0266, -0.2006, -0.1679], [0.0800, 0.0532, -0.0315], [-0.1264, 0.0398, 0.0731], [-0.0219, -0.0286, 0.1329], [-0.1048, -0.0394, 0.1543]]
}